# C4H34O15

A cluster of 14 separate species, C4H34O15 in total (ωB97M-V with the def2-TZVPD basis set, the Open Molecules 2025 dataset).

LUMO energy: 4.889 eV
net charge: -2
calculated total energy: -35414.45026 eV
HOMO energy: -3.9027 eV
energy above the lowest of the compared OMol25 structures with the same formula, charge and spin: 0.000 eV

Each line ends with the Löwdin charge.
Element x y z (Å)
H: -3.75649 0.48526 1.84390  -0.03
H: -2.13902 -3.07498 -0.50862  0.10
H: 3.50398 -0.76780 -2.99263  0.03
H: 4.80484 2.23495 1.07289  0.01
H: -4.69873 -1.34403 1.52278  0.00
H: -2.58588 -3.17923 4.10963  0.04
H: -0.48509 0.55848 -3.55045  0.11
H: 2.88019 -0.42142 -0.25092  -0.01
O: 2.40394 -0.04186 2.41008  -0.07
O: -2.31818 -1.83725 1.01198  -0.20
H: -3.35705 1.77289 -1.75334  0.00
O: 4.94981 1.36347 0.70203  -0.13
H: 1.61669 0.98857 -1.65930  0.03
H: 2.72868 -1.60508 -2.16422  0.00
H: 1.89110 1.37902 0.38865  -0.04
H: -0.27472 1.94633 0.62621  0.04
H: -3.18798 -1.82386 3.72334  0.02
C: -0.31613 -0.67043 -1.73375  -0.18
H: -0.58988 -2.43499 -0.00173  0.10
H: 2.33645 0.59951 1.68435  -0.01
H: 0.37630 -0.72004 -0.88423  0.10
O: 3.23144 -1.38075 -0.23613  -0.12
H: 2.17909 0.87264 -4.12085  0.00
O: -4.14074 1.36709 -1.37598  -0.11
O: 2.53995 0.37215 -4.86858  -0.10
H: -2.53210 -0.75790 1.05919  0.04
O: 2.54549 1.16614 -0.27986  -0.35
C: -1.62691 -2.14716 -0.19834  -0.29
H: -0.83850 1.47438 -2.13335  0.11
O: -5.48775 -1.70634 1.96151  -0.07
C: -0.19880 0.64107 -2.49628  -0.28
H: -2.39755 -1.23416 -2.11415  0.11
O: -1.50370 4.86989 1.25447  -0.12
C: -1.74135 -1.06495 -1.26931  -0.16
H: 4.83051 -0.45142 2.89518  0.01
O: -3.22960 0.53875 1.04312  -0.36
H: 4.04315 -1.11999 0.22626  0.03
H: -1.28977 3.90317 1.30702  -0.02
O: 4.73449 -0.93182 3.72051  -0.08
H: 2.25716 -0.54011 -4.76253  0.01
O: -3.31721 -2.58536 4.29546  -0.06
H: 4.11293 1.17562 0.16951  -0.02
O: 3.09252 -1.63865 -3.06103  -0.09
H: -2.43605 5.01997 1.11450  0.00
H: -3.91211 1.06971 -0.46638  -0.03
O: 1.13059 1.09789 -2.52596  -0.14
O: -1.05458 2.28531 1.07140  -0.06
H: -1.81196 1.68360 0.89727  0.02
H: -2.19388 -0.20215 -0.77719  0.06
H: 0.12805 -1.35941 -2.47267  0.12
H: -5.21162 -1.64175 2.88103  0.00
H: 2.44354 -0.84820 1.87341  0.02
H: 3.87243 -1.33478 3.79210  0.01